No. 1
Below is a 8-piece molecular cluster, C4H24N2O9 overall, with properties calculated with ωB97M-V/def2-TZVPD.

Last column: Löwdin charge in e.
Atoms and positions in Å:
O 3.50 -0.91 -1.69  -0.067
C 0.00 -0.96 -2.74  -0.600
H 3.69 -0.11 -1.18  0.054
H 0.56 0.26 -0.87  0.133
H 0.08 2.59 1.58  0.054
O 2.45 -1.45 0.79  -0.014
O 1.06 -1.65 -2.31  0.052
H -0.28 0.99 2.36  0.044
O 0.06 -0.34 -3.82  0.047
H -2.97 -2.11 3.05  0.123
H -1.98 -1.42 -2.40  0.107
H -0.71 -1.89 2.67  -0.063
C -0.11 -0.01 0.01  -0.238
N -1.14 -1.19 -1.96  0.057
H 1.97 -1.38 -2.76  0.156
O 0.28 3.70 -0.59  -0.136
O 2.13 2.93 0.92  -0.095
H 1.80 3.08 1.84  0.055
N -0.94 1.10 0.38  -0.156
H -0.91 -2.05 0.01  0.079
H -2.28 -0.74 -0.17  0.175
H -0.48 3.76 -1.27  0.113
H 0.53 -2.65 3.10  0.062
H -3.02 0.72 1.01  0.032
H 1.30 2.66 0.52  -0.040
H -0.74 1.91 -0.42  0.149
H 0.53 -0.42 0.93  0.099
O -3.84 0.42 1.49  -0.049
H 1.10 4.25 -0.77  0.103
C -1.05 -1.13 -0.49  -0.148
H 3.40 -1.49 -0.91  0.025
H 1.68 -1.22 1.42  0.053
C -0.66 1.72 1.73  -0.080
O 0.18 -1.78 2.86  -0.039
H -2.80 -0.62 2.33  0.006
H -4.26 0.99 2.07  0.022
O -2.34 -1.29 2.92  -0.133
H -1.69 2.18 2.03  0.106
H 3.20 -1.43 1.21  -0.048

Values from the calculation:
- Energy: -953.3529 a.u.
- SMILES: CNCCNC(=O)O.O.O.O.O.O.O.O
- Energy relative to the best compared isomer or geometry (same formula, charge and spin): 516.40 kJ/mol
- Orbital gap: 9.10 eV

***

No. 2
Below is a 9-piece molecular cluster, C4H24NO10 overall, with properties calculated with ωB97M-V/def2-TZVPD.

Last column: Löwdin charge in e.
Atoms and positions in Å:
H -1.61 0.94 -2.61  0.016
O -2.53 -2.90 0.18  -0.097
N 1.66 0.16 1.60  -0.219
H 3.02 -1.18 0.63  0.056
H -0.90 2.85 1.50  0.034
H -0.51 -2.88 -1.37  0.024
H 3.69 -0.26 1.93  0.081
C 2.77 -0.78 1.58  -0.105
H -2.70 1.41 -1.69  0.037
O -2.80 -0.97 1.79  -0.087
H -0.04 -0.86 2.46  0.079
H -0.48 2.90 -1.29  0.012
H 1.18 1.74 0.41  0.105
H 1.15 -2.16 -2.41  0.025
O -0.01 -3.44 -0.77  -0.088
C 0.70 -0.08 2.69  -0.091
H 2.67 2.59 -1.17  0.031
C -0.20 0.15 -0.10  -0.599
H 1.85 0.33 -0.50  0.071
O 3.36 1.92 -1.16  -0.059
H -0.82 2.73 -2.67  -0.002
H -1.28 1.60 2.20  0.029
H -2.05 -1.03 1.15  -0.023
O -1.07 0.96 -0.46  -0.046
H -2.04 -3.65 -0.16  0.024
H 2.97 1.08 -1.37  -0.005
H 0.43 -2.75 -0.25  0.028
H 0.92 -0.82 -2.87  0.054
H 1.21 -0.48 3.57  0.074
H 2.56 -1.68 2.20  0.083
O 1.56 -1.29 -2.32  -0.046
O -0.11 3.16 -2.16  -0.095
O -0.51 -1.07 0.08  -0.103
H -1.99 -2.12 0.40  -0.019
H 0.26 0.86 3.02  0.055
O -2.42 1.46 -2.61  -0.080
C 1.18 0.66 0.30  -0.111
O -0.82 2.44 2.36  -0.068
H -2.94 -1.92 1.92  0.027

Values from the calculation:
- Energy: -974.0037 a.u.
- Energy relative to the best compared isomer or geometry (same formula, charge and spin): 287.42 kJ/mol
- Orbital gap: 7.76 eV
- Net charge: -1

***

No. 3
Below is a 9-piece molecular cluster, C4H24NO11 overall, with properties calculated with ωB97M-V/def2-TZVPD.

Last column: Löwdin charge in e.
Atoms and positions in Å:
C -0.80 0.26 1.81  -0.017
O -3.98 0.55 0.30  -0.112
H 3.19 -0.26 0.17  0.012
H 0.57 -2.63 -1.35  0.015
C -0.76 -0.05 0.32  -0.338
H -2.25 2.75 -0.72  0.116
O -0.09 -2.42 -2.06  -0.081
O 1.47 -2.98 0.19  -0.087
O 2.17 1.83 2.27  -0.090
C -0.97 1.19 -0.56  -0.221
H 0.07 -0.95 -3.26  -0.015
O -1.75 -1.07 0.03  -0.092
O 0.68 2.77 0.19  -0.034
C 0.39 1.93 -0.70  -0.594
H 0.75 -3.15 0.81  0.008
H 2.50 0.14 1.49  0.013
O -0.98 -3.18 1.62  -0.068
H -1.63 2.56 0.77  0.103
H -0.27 1.18 2.06  0.068
H 0.18 -0.51 0.04  0.132
H -1.10 -2.85 2.51  0.041
H 1.95 -2.18 0.53  0.008
O 0.03 -0.08 -3.69  -0.106
H -1.27 0.85 -1.55  0.144
H -4.47 0.52 -0.53  0.044
N -2.03 2.05 -0.01  0.056
H 0.43 0.55 -3.06  -0.021
H 2.98 2.31 2.03  0.059
H 3.55 0.07 -2.07  0.049
H 1.53 2.12 1.57  -0.004
H -3.27 1.23 0.14  -0.056
O 3.60 0.71 -1.35  -0.080
H -0.88 -2.17 -1.56  0.019
O 2.80 -0.65 0.99  -0.090
O 1.08 1.62 -1.70  -0.035
H -2.63 -0.67 0.16  0.060
H -1.84 0.40 2.13  0.089
H -1.32 -2.46 1.04  0.012
H 2.75 1.22 -1.42  0.013
H -0.36 -0.55 2.39  0.082

Values from the calculation:
- Energy: -1049.3937 a.u.
- Energy relative to the best compared isomer or geometry (same formula, charge and spin): 0.00 kJ/mol
- Orbital gap: 9.34 eV
- Net charge: -1

***

No. 4
Below is a 8-piece molecular cluster, C4H24O10 overall, with properties calculated with ωB97M-V/def2-TZVPD.

Last column: Löwdin charge in e.
Atoms and positions in Å:
H 0.75 1.94 -1.15  0.076
H 1.93 -0.05 -1.45  0.130
H -3.56 1.54 -2.25  0.122
C 2.44 0.01 -0.47  -0.245
H 3.58 -0.10 -0.68  0.150
O -1.07 -3.78 0.80  -0.042
H -1.37 -0.67 -0.39  0.024
H -1.36 -2.00 3.55  0.010
H 2.34 -0.63 3.67  0.043
H -0.16 -1.11 3.10  0.016
O 1.87 -1.17 3.04  -0.074
O 1.50 -3.78 -0.06  0.005
O 1.92 -0.97 0.37  -0.122
H -1.40 1.67 -3.78  0.107
C -1.38 1.80 -2.72  -0.182
H -0.51 1.27 0.55  0.018
H 3.01 2.03 -0.59  0.132
O -1.45 1.25 0.80  -0.050
H -1.26 -3.40 1.67  0.038
H -2.56 2.18 -0.27  0.028
H -0.16 -3.61 0.56  -0.025
H 1.97 -3.91 0.71  0.018
H 1.97 -3.02 -0.40  0.048
C -2.78 2.32 -2.23  -0.199
H -3.11 3.09 -2.92  0.114
O 0.94 1.93 -0.19  -0.090
O -0.70 -1.34 -0.38  -0.047
O -2.75 2.87 -0.90  -0.078
H -1.46 0.76 1.62  0.039
O -1.14 -1.19 3.14  -0.043
H -1.09 0.94 -2.15  0.091
H 0.94 -0.94 0.27  0.069
H 2.43 1.45 1.10  0.130
H -1.06 3.33 -1.80  0.046
H -1.04 -2.10 0.15  0.021
C 2.26 1.45 0.01  -0.212
H 2.04 -0.95 2.09  0.013
O -0.49 2.89 -2.40  -0.079

Values from the calculation:
- Energy: -919.1820 a.u.
- SMILES: OCCO.OCCO.O.O.O.O.O.O
- Energy relative to the best compared isomer or geometry (same formula, charge and spin): 116.35 kJ/mol
- Orbital gap: 10.70 eV

***

Q: Which E_LUMO values were calculated for the entries above? A: 0.261; 2.755; 2.898; 0.318, in eV.
Q: Which HOMO values were calculated for the entries above? A: -8.836; -5.001; -6.446; -10.383, in eV.